Entry 1:
ORCA calculation (wB97M-V/def2-TZVPD) on C19H19ClN4O4S in the gas phase in a non-equilibrium geometry.

```
48
Properties=species:S:1:pos:R:3:forces:R:3
O -3.4551 -2.9815 0.6281 -0.301 -0.213 0.181
C -2.5267 -2.3305 0.1984 0.549 -0.366 0.120
N -2.6781 -1.2660 -0.6162 -0.088 0.406 -0.413
C -3.9742 -0.6994 -0.9227 -0.123 -0.187 0.016
C -3.9669 0.7828 -0.6712 0.009 -0.071 0.041
C -4.0880 1.6822 -1.7227 -0.019 -0.015 0.090
C -4.0428 3.0481 -1.5086 -0.002 0.094 -0.035
C -3.8661 3.5395 -0.2267 -0.004 0.010 -0.051
C -3.7397 2.6640 0.8369 0.016 -0.091 0.071
C -3.7900 1.2980 0.6113 -0.018 0.186 -0.166
Cl -3.6375 0.2240 1.9615 -0.070 -0.005 0.175
C -1.0630 -2.6457 0.5238 -0.203 0.099 -0.015
C -0.4808 -1.4641 1.3201 0.167 -0.034 0.098
C 1.0475 -1.4648 1.3367 -0.411 0.341 0.540
N 1.6146 -1.6728 0.0221 0.212 0.926 -0.667
S 1.4399 -0.3853 -1.0228 0.389 0.307 0.277
O 0.1271 0.2181 -1.0005 0.149 0.079 0.173
O 1.9484 -0.7714 -2.3007 0.202 -0.283 -0.035
C 2.5683 0.8006 -0.2908 -0.983 -0.191 -0.249
C 2.2007 2.0974 -0.0983 -0.327 -0.709 -0.228
C 3.0975 3.0710 0.4149 0.678 0.182 0.204
C 4.3850 2.7641 0.7415 -0.264 0.440 0.022
C 4.7969 1.4286 0.5581 -0.304 -1.529 -0.459
N 5.9447 0.8170 0.7837 0.120 1.135 0.308
O 5.7632 -0.4490 0.4352 0.280 -0.159 0.036
N 4.5419 -0.7103 -0.0134 -1.033 -0.227 -0.403
C 3.8845 0.4318 0.0366 1.655 0.238 0.582
C 1.2099 -2.9399 -0.5563 -0.223 -0.353 -0.651
C -0.3004 -2.9622 -0.7730 0.199 -0.121 0.142
H -1.8717 -0.7281 -0.9062 0.010 -0.123 0.088
H -4.6985 -1.2112 -0.2797 0.073 0.073 -0.153
H -4.2325 -0.8969 -1.9693 -0.082 0.054 0.137
H -4.2214 1.2997 -2.7239 -0.006 -0.070 -0.102
H -4.1417 3.7273 -2.3415 -0.008 0.061 -0.073
H -3.8275 4.6039 -0.0511 0.000 0.090 0.023
H -3.6046 3.0322 1.8418 0.007 0.013 0.105
H -1.0530 -3.5380 1.1582 -0.120 0.084 -0.092
H -0.8085 -0.5215 0.8836 -0.034 -0.114 0.204
H -0.8566 -1.5060 2.3441 -0.019 0.040 -0.013
H 1.4338 -2.2595 1.9819 0.084 0.088 -0.061
H 1.4183 -0.5059 1.7092 -0.009 -0.102 0.206
H 1.1893 2.3791 -0.3494 -0.117 0.047 0.002
H 2.7358 4.0798 0.5402 0.000 0.081 0.018
H 5.0795 3.4926 1.1257 0.015 0.149 0.052
H 1.5333 -3.7341 0.1214 0.072 0.092 -0.004
H 1.7386 -3.0378 -1.5047 -0.025 -0.243 0.081
H -0.6141 -3.9407 -1.1404 -0.033 0.031 -0.069
H -0.5281 -2.2240 -1.5436 -0.062 -0.141 -0.055
```
Forces are in eV/Å.

Values from the calculation:
lowest unoccupied orbital energy = -1.197 eV
DFT total energy = -57517.296 eV
SMILES string = O=C(NCc1ccccc1Cl)C1CCN(S(=O)(=O)c2cccc3nonc23)CC1
relative energy (zero: lowest compared OMol25 entry of this formula, charge and spin) = 72.4 kcal/mol
total charge = 0

***

Entry 2:
ORCA calculation (wB97M-V/def2-TZVPD) on a molecular structure, C17H31MgN5OS4.

```
59
Properties=species:S:1:pos:R:3:forces:R:3
Mg 0.2318 -1.2748 -0.0270 0.074 0.083 0.777
S 1.1905 -2.9011 1.8742 0.079 0.038 -0.214
S 2.9893 -3.3784 0.9211 -0.081 -0.023 0.127
S 4.3697 -1.8722 1.1595 -0.036 0.069 -0.105
S 4.3596 -0.6032 -0.4897 -0.231 0.047 0.207
N -1.4615 -1.3130 3.2780 -0.010 -0.115 0.009
C -1.0547 -0.1843 3.9512 -0.066 -0.009 -0.021
C 0.0395 -0.2121 4.8280 0.027 0.018 -0.036
C 0.4104 0.9252 5.5244 -0.002 0.029 0.003
C -0.2911 2.1191 5.3816 0.003 -0.050 -0.016
C -1.3765 2.1500 4.5125 0.000 -0.008 -0.025
C -1.7579 1.0216 3.8049 0.041 0.032 0.019
H -0.7496 -2.0279 3.1851 0.073 0.010 0.065
H -1.8821 -1.1401 2.3686 0.001 0.049 0.001
H 0.6119 -1.1286 4.9186 -0.003 0.008 -0.008
H 1.2748 0.8818 6.1775 -0.005 0.001 0.007
H 0.0096 3.0067 5.9242 0.004 -0.002 -0.003
H -1.9288 3.0723 4.3691 0.000 -0.002 0.007
H -2.5892 1.0582 3.1107 -0.010 0.000 0.000
N 1.2013 1.5884 1.8289 0.039 -0.014 -0.155
N 1.4476 0.2115 1.5001 0.168 -0.106 -0.231
H 1.8708 1.8956 2.5265 0.007 0.036 0.097
H 0.2894 1.6278 2.2649 -0.118 0.001 0.034
H 1.5677 -0.3832 2.3169 -0.014 0.042 0.094
H 2.3435 0.1746 1.0000 -0.049 -0.042 0.035
C -4.5495 0.0957 -0.6177 0.015 -0.009 0.001
C -3.6049 1.0398 -0.2366 0.010 -0.066 0.033
C -2.3240 0.6278 0.1287 0.051 0.005 0.144
C -1.8983 -0.7152 0.1419 -0.209 0.212 -0.189
C -2.9008 -1.6255 -0.2476 0.042 -0.021 0.086
C -4.1890 -1.2471 -0.6174 0.011 0.030 0.035
H -5.5466 0.4009 -0.9181 -0.013 0.001 0.008
H -3.8642 2.0951 -0.2318 0.009 0.007 -0.006
H -1.6176 1.4081 0.4183 0.007 -0.008 -0.048
H -2.6574 -2.6859 -0.2784 0.009 0.016 -0.044
H -4.9134 -1.9991 -0.9184 0.002 -0.006 0.003
C 2.7353 0.9908 -3.4255 0.036 -0.040 -0.091
C 1.2214 0.9253 -3.6679 0.086 -0.089 0.056
C 0.9435 0.1481 -4.9520 -0.062 -0.026 -0.012
C 0.6513 2.3404 -3.7879 -0.002 0.031 0.030
N 0.4873 0.2158 -2.6125 -0.012 0.175 -0.108
N 0.9294 0.4282 -1.2799 0.041 -0.075 -0.156
H 3.2519 1.2687 -4.3491 -0.007 0.047 0.011
H 3.1258 0.0260 -3.0922 -0.007 -0.002 -0.025
H 2.9949 1.7280 -2.6633 -0.003 -0.039 0.022
H 1.3028 0.6995 -5.8241 0.015 -0.009 0.003
H -0.1301 -0.0234 -5.0615 0.007 0.018 0.000
H 1.4429 -0.8236 -4.9252 -0.013 0.013 0.015
H 1.0588 2.8574 -4.6624 0.026 0.006 0.031
H 0.9011 2.9330 -2.9035 -0.024 -0.024 0.003
H -0.4360 2.2932 -3.8679 0.008 0.000 -0.053
H 0.5082 -0.7976 -2.7339 -0.030 -0.051 0.153
H 0.6533 1.3458 -0.9512 -0.070 -0.036 0.058
H 1.9445 0.3319 -1.1786 0.111 0.034 -0.024
C 0.6778 -3.5298 -2.1860 0.105 -0.144 0.109
O 0.3407 -2.4115 -1.4832 -0.002 -0.090 -0.736
H 1.7563 -3.5819 -2.4277 -0.014 0.017 0.007
H 0.1369 -3.6047 -3.1540 -0.013 0.024 0.002
H 0.4518 -4.4681 -1.6436 0.001 0.012 0.013
```
Forces are in eV/Å.

Values from the calculation:
lowest unoccupied orbital energy = 4.700 eV
DFT total energy = -76418.961 eV
relative energy (zero: lowest compared OMol25 entry of this formula, charge and spin) = 0.0 kcal/mol
total charge = -2

***

Entry 3:
ORCA calculation (wB97M-V/def2-TZVPD) on 2 unconnected molecules or ions with the total composition C20H34N3O3S3 in a non-equilibrium geometry.

```
63
Properties=species:S:1:pos:R:3:forces:R:3
C -4.8257 6.9782 -2.8666 -0.099 0.210 0.010
C -3.7755 6.1586 -2.1330 -0.036 0.246 0.314
S -3.4411 4.6188 -3.0272 0.025 -0.048 -0.120
C -2.3475 3.8124 -1.8268 0.017 -0.029 0.552
C -2.4097 2.3038 -1.8676 -0.291 0.047 -0.130
C -3.5985 1.6187 -1.6200 0.344 -0.102 0.546
C -4.9234 2.2843 -1.3791 -0.507 0.126 -0.792
O -5.7434 2.2747 -2.2536 -0.063 -0.174 0.094
O -5.1426 2.7788 -0.1635 0.372 -0.028 0.032
C -3.6327 0.2179 -1.5907 -0.182 0.664 -0.003
C -2.4817 -0.4613 -1.8252 -0.270 -0.451 0.029
N -1.3518 0.2110 -2.1004 -0.281 -0.372 0.003
C -1.2654 1.5422 -2.1318 0.199 0.694 0.218
C 0.0586 2.1802 -2.4475 0.405 -0.467 -0.813
C 1.2746 1.2414 -2.5351 0.156 0.259 0.513
C 1.9687 0.9614 -1.1777 -0.262 0.018 -0.283
S 0.7731 1.0119 0.1948 0.056 -0.417 -0.081
C 1.8391 0.9510 1.6652 0.836 0.325 0.671
S 2.2186 2.3810 2.3451 -0.219 -0.019 -0.061
N 2.2357 -0.2464 2.2436 -1.609 0.172 -1.135
C 1.5167 -0.5582 3.5104 0.797 -0.466 0.487
C 2.5210 -1.0154 4.5701 0.162 0.244 -0.467
C 2.3350 -1.4094 1.3562 0.696 -0.382 0.274
C 3.6508 -1.4111 0.5601 -0.126 -0.285 0.407
H -4.4225 7.4499 -3.7617 -0.023 -0.179 -0.101
H -5.1739 7.7890 -2.2249 0.077 -0.033 0.061
H -5.7030 6.3850 -3.1249 0.066 -0.057 -0.081
H -4.1290 5.9205 -1.1263 -0.026 -0.179 -0.074
H -2.8652 6.7469 -2.0104 0.083 -0.110 -0.115
H -2.6707 4.1214 -0.8265 -0.064 -0.023 -0.058
H -1.3256 4.1622 -1.9234 0.006 0.018 -0.132
H -6.0659 3.0849 -0.1806 0.033 0.103 0.154
H -4.5651 -0.2828 -1.3767 0.086 -0.175 -0.035
H -2.4522 -1.5406 -1.7905 0.285 0.026 -0.090
H -0.5207 -0.3460 -2.2555 0.143 0.205 0.042
H 0.2926 2.9779 -1.7482 -0.160 -0.031 0.162
H -0.0555 2.6575 -3.4279 -0.118 0.048 0.059
H 2.0067 1.7591 -3.1537 0.009 -0.125 -0.099
H 1.0761 0.3013 -3.0556 -0.161 0.061 -0.088
H 2.4291 -0.0205 -1.2094 0.197 0.080 0.012
H 2.7264 1.7262 -1.0120 0.020 -0.050 0.202
H 0.9631 0.3103 3.8557 0.058 0.096 -0.119
H 0.8212 -1.3730 3.2892 -0.180 0.143 0.027
H 2.9317 -1.9930 4.3132 -0.142 -0.092 0.108
H 2.0856 -1.0330 5.5670 -0.021 -0.103 0.002
H 3.3605 -0.3197 4.5433 -0.071 0.080 0.261
H 2.3856 -2.2879 1.9939 -0.233 0.178 -0.057
H 1.4567 -1.5529 0.7169 -0.059 0.331 0.013
H 4.0365 -0.4075 0.3833 -0.081 -0.005 -0.239
H 4.4013 -1.9430 1.1467 0.072 0.125 -0.008
H 3.5366 -1.9806 -0.3631 0.046 0.201 -0.135
C 3.5869 -6.0441 0.9944 0.008 0.070 -0.015
C 2.5933 -5.4659 1.9714 0.012 0.088 0.084
O 2.5179 -4.2586 2.1782 0.022 -0.343 -0.016
N 1.7805 -6.3272 2.6236 0.068 -0.030 -0.128
C 1.7285 -7.7752 2.5116 -0.177 0.196 0.201
H 4.1613 -5.2318 0.5595 -0.033 0.043 0.045
H 4.2713 -6.7251 1.5004 -0.020 -0.067 -0.057
H 3.0738 -6.5802 0.1954 0.051 -0.082 0.021
H 1.1449 -5.8773 3.2638 0.006 -0.022 0.027
H 0.7354 -8.0865 2.1857 0.041 -0.086 -0.040
H 1.9334 -8.2288 3.4816 0.036 -0.086 -0.047
H 2.4595 -8.1351 1.7968 0.021 0.022 -0.014
```
Forces are in eV/Å.

Values from the calculation:
lowest unoccupied orbital energy = -3.867 eV
DFT total energy = -64404.117 eV
total charge = +1

***

Entry 4:
ORCA calculation (wB97M-V/def2-TZVPD) on C2H5O3P in the gas phase in a non-equilibrium geometry.

```
11
Properties=species:S:1:pos:R:3:forces:R:3
C 0.0361 0.2245 -1.6526 0.231 -0.292 -1.904
C 0.1645 -0.7986 1.4311 -1.018 1.711 -0.370
O -0.5091 1.9340 1.1263 0.467 -0.487 0.181
O -1.1299 0.2377 -0.7805 1.706 0.552 -0.246
O 1.0342 0.7394 -0.7830 -1.037 -0.402 1.383
P -0.1078 0.7121 0.4367 0.425 -0.229 -0.934
H 0.1831 -0.7860 -2.0523 0.323 -0.242 0.825
H 0.1133 0.8305 -2.5769 -1.235 0.380 0.639
H 0.6852 -1.6185 0.9385 -0.006 0.275 0.158
H 0.4399 -0.5192 2.4443 0.477 -0.246 -0.096
H -0.9095 -0.9559 1.4683 -0.333 -1.020 0.365
```
Forces are in eV/Å.

Values from the calculation:
lowest unoccupied orbital energy = 0.758 eV
DFT total energy = -17587.322 eV
relative energy (zero: lowest compared OMol25 entry of this formula, charge and spin) = 0.0 kcal/mol
total charge = 0